# 1
The following is a DFT calculation (ωB97M-V with the def2-TZVPD basis set) of a structure of composition C46H56BrGeN8OP2W.

## Properties
frontier orbital gap (spin up / spin down): 7.0 / 7.0 eV
net charge: +3
multiplicity: 1

Each line ends with the Mulliken charge.
Cartesian coordinates (Å):
W: 0.37263 -0.42479 0.09723  1.482
C: -1.54815 -4.19112 -3.71564  -0.780
N: -0.89978 -2.97292 -3.20277  0.358
C: -0.29417 -2.01507 -3.96943  -1.359
C: 0.18834 -1.08281 -3.10777  -0.503
N: -0.13174 -1.44588 -1.82208  0.895
C: -0.78021 -2.60535 -1.91897  -0.316
P: -1.31745 -3.58852 -0.49767  -0.664
C: -2.22146 -2.19812 0.24341  -0.201
N: -1.81392 -0.93168 0.32346  1.040
C: -2.91969 -0.18578 0.63758  -0.517
C: -3.99359 -1.01108 0.76538  -1.512
N: -3.54439 -2.27654 0.51055  0.252
C: -4.38539 -3.48582 0.51498  -0.806
C: 0.34696 -3.53493 0.24261  -0.406
N: 1.14830 -2.47407 0.27166  1.529
C: 2.41730 -2.93139 0.49484  -0.121
C: 2.37555 -4.28633 0.62431  -1.198
N: 1.06636 -4.65280 0.46169  0.199
C: 0.56478 -6.03622 0.50895  -0.805
H: -1.56093 -4.13998 -4.79941  0.367
H: -2.57105 -4.25559 -3.35550  0.323
H: -0.99319 -5.07558 -3.41342  0.314
H: -0.24603 -2.07589 -5.04430  0.578
H: 0.73497 -0.19375 -3.34966  0.779
H: -2.90879 0.88264 0.73123  0.526
H: -5.02281 -0.79868 1.00579  0.613
H: -5.33781 -3.23698 0.97220  0.364
H: -3.91202 -4.27319 1.09456  0.349
H: -4.56263 -3.83424 -0.49965  0.321
H: 3.26512 -2.27574 0.56579  -0.062
H: 3.15665 -5.00236 0.82529  0.568
H: 1.35787 -6.67401 0.88536  0.355
H: 0.28192 -6.37800 -0.48362  0.319
H: -0.28908 -6.10322 1.17720  0.339
C: -1.70204 -3.76962 4.81090  -1.592
C: -0.61492 -2.93370 4.18680  0.213
C: 0.66062 -2.83722 4.74154  -0.777
C: 1.62281 -2.03078 4.14824  -0.891
C: 1.24473 -1.37126 3.00332  0.966
Br: 2.34042 -0.10921 2.12892  -0.202
N: 0.06018 -1.45260 2.42359  0.382
C: -0.85393 -2.21785 3.02071  -0.448
H: -1.51022 -3.93289 5.86918  0.444
H: -1.76284 -4.75158 4.33545  0.287
H: -2.67707 -3.29089 4.71339  0.404
H: 0.89787 -3.37494 5.65254  0.532
H: 2.61283 -1.90498 4.56778  0.605
H: -1.83846 -2.23424 2.56728  0.265
C: 1.49755 3.18551 3.04292  -1.268
C: 0.45528 2.50101 3.92451  0.449
C: 1.07223 1.99849 5.22887  -1.594
C: -0.34398 1.32700 3.27911  0.069
C: -1.80764 1.47946 3.59286  -0.796
O: -2.18197 2.43700 2.57025  -0.433
C: -1.30197 2.28625 1.57836  -0.310
N: -0.35853 1.40850 1.76331  0.690
C: -1.40246 3.34543 0.56787  -0.046
C: -1.88901 4.56473 1.05301  -0.979
C: -1.81954 5.70811 0.27966  -1.024
C: -1.25360 5.64002 -0.98230  -1.123
C: -0.79392 4.42729 -1.47245  -0.791
C: -0.87506 3.25756 -0.71531  0.915
P: -0.48336 1.64844 -1.49291  2.416
C: -2.03764 1.36728 -2.45889  0.383
C: -2.55835 2.42958 -3.20483  -0.727
C: -3.70657 2.28036 -3.96488  -0.958
C: -4.37527 1.06453 -3.99495  -0.957
C: -3.87864 0.00213 -3.25598  -0.781
C: -2.72315 0.15355 -2.49877  0.014
C: 0.70067 2.23213 -2.75884  0.336
C: 1.80748 2.96264 -2.31820  -0.295
C: 2.65293 3.57072 -3.22935  -1.149
C: 2.42251 3.43089 -4.59443  -0.774
C: 1.34061 2.68809 -5.03960  -1.117
C: 0.47223 2.09934 -4.12533  -0.564
H: 1.89660 4.04800 3.57921  0.598
H: 1.08149 3.55095 2.10244  0.062
H: 2.34147 2.53208 2.81596  0.207
H: -0.27802 3.27156 4.18415  0.487
H: 0.33754 1.49283 5.86261  0.346
H: 1.88779 1.29726 5.02117  0.265
H: 1.48743 2.82442 5.80666  0.482
H: 0.03095 0.39438 3.64622  0.236
H: -2.01709 1.91936 4.56310  0.519
H: -2.39760 0.57159 3.45149  0.237
H: -2.28914 4.61917 2.05420  0.624
H: -2.18626 6.64850 0.67005  0.472
H: -1.17484 6.52796 -1.59677  0.505
H: -0.36180 4.40575 -2.46203  0.707
H: -2.07106 3.39248 -3.21228  0.474
H: -4.08022 3.12189 -4.53394  0.495
H: -5.27403 0.95071 -4.58784  0.463
H: -4.39252 -0.95237 -3.26713  0.549
H: -2.37029 -0.69112 -1.93582  0.091
H: 1.97878 3.09827 -1.25619  0.582
H: 3.49203 4.15921 -2.87841  0.466
H: 3.08280 3.90796 -5.30770  0.460
H: 1.14990 2.58810 -6.10059  0.484
H: -0.40127 1.57165 -4.48883  0.586
C: 3.92004 2.06154 0.37908  -0.996
Ge: 3.99580 0.41609 -0.68875  0.843
C: 4.82957 0.70650 -2.41965  -1.174
C: 5.14506 -0.91547 0.17087  -1.492
C: 2.14991 -0.24381 -1.13722  0.126
H: 4.51783 1.97329 1.29008  0.494
H: 2.89913 2.33385 0.65706  -0.148
H: 4.34287 2.87791 -0.20948  0.602
H: 5.82122 1.13918 -2.26750  0.395
H: 4.24915 1.37646 -3.04907  0.242
H: 4.95466 -0.24369 -2.94339  0.370
H: 6.15442 -0.49942 0.12441  0.483
H: 5.16017 -1.84687 -0.39933  0.354
H: 4.92632 -1.12766 1.21761  0.473
H: 2.36210 -1.21016 -1.60345  0.793
H: 1.96589 0.43318 -1.96862  -1.153

# 2
The following is a DFT calculation (ωB97M-V with the def2-TZVPD basis set) of a structure of composition C46H56Cl6NO8P2S2SiTl.

## Properties
frontier orbital gap (spin up / spin down): 5.1 / 6.4 eV
net charge: 0
multiplicity: 1

Each line ends with the Mulliken charge.
Cartesian coordinates (Å):
Tl: -0.11026 -0.30579 0.18864  2.649
C: -3.73114 1.71117 -6.38429  -0.702
S: -2.18367 1.26313 -7.21829  -0.080
C: -1.06536 2.59036 -6.63699  -1.167
C: -0.09466 2.15236 -5.54090  -0.665
C: -0.85173 1.68678 -4.29748  -0.426
N: 0.05098 1.27824 -3.22126  0.510
P: 0.45110 -0.42158 -2.90457  0.166
C: 0.82306 -1.07891 -4.57915  0.480
C: -0.14209 -1.39332 -5.53502  0.020
C: 0.23119 -1.95711 -6.74355  -0.903
C: 1.56595 -2.23856 -7.00229  -0.681
C: 2.52957 -1.95340 -6.04804  -0.722
C: 2.16320 -1.37174 -4.84235  -0.744
C: -1.25479 -1.12494 -2.73615  0.202
C: -2.39215 -0.37591 -2.44111  0.455
C: -3.63156 -0.98864 -2.31493  -1.002
C: -3.74806 -2.35972 -2.47328  -0.723
C: -2.61916 -3.12024 -2.73751  -0.891
C: -1.38208 -2.51090 -2.85769  -0.690
P: 0.13842 2.13193 -1.73601  2.059
C: -0.29867 3.81557 -2.28759  0.349
C: 0.67924 4.54452 -2.96196  -1.085
C: 0.42728 5.84903 -3.35649  -0.908
C: -0.80120 6.43232 -3.07992  -0.787
C: -1.78402 5.70250 -2.42935  -0.993
C: -1.53892 4.39432 -2.04038  0.170
C: 1.91569 2.21369 -1.38522  1.022
C: 2.84422 1.84726 -2.35905  -0.898
C: 4.19899 1.97778 -2.10372  -0.746
C: 4.63786 2.47580 -0.88769  -0.995
C: 3.71528 2.84861 0.07799  -0.900
C: 2.35954 2.71571 -0.16442  -0.641
H: -4.50621 1.09299 -6.83196  0.385
H: -3.95380 2.76030 -6.56836  0.295
H: -3.68302 1.51129 -5.31434  0.082
H: -1.69936 3.40908 -6.29227  0.401
H: -0.52020 2.91925 -7.52000  0.532
H: 0.55062 2.99668 -5.28408  0.258
H: 0.53375 1.33847 -5.90766  0.271
H: -1.49955 0.85902 -4.58289  -0.116
H: -1.48048 2.51136 -3.95046  0.835
H: -1.19171 -1.21351 -5.34880  0.483
H: -0.52617 -2.18295 -7.48343  0.430
H: 1.85110 -2.69879 -7.93984  0.402
H: 3.56902 -2.19315 -6.23157  0.458
H: 2.90212 -1.17279 -4.08016  0.379
H: -2.32865 0.69483 -2.30529  0.284
H: -4.50473 -0.38896 -2.08938  0.515
H: -4.71565 -2.83572 -2.37953  0.418
H: -2.70346 -4.19341 -2.85046  0.460
H: -0.49677 -3.11015 -3.03634  0.504
H: 1.64347 4.09583 -3.16040  0.424
H: 1.19421 6.40720 -3.87748  0.466
H: -0.99075 7.45611 -3.37516  0.423
H: -2.74769 6.15102 -2.22502  0.505
H: -2.31950 3.83458 -1.54075  0.457
H: 2.52381 1.44620 -3.30904  0.395
H: 4.90861 1.67243 -2.86127  0.442
H: 5.69806 2.54966 -0.68346  0.392
H: 4.04992 3.24300 1.02868  0.474
H: 1.64422 2.98285 0.59866  0.407
O: 3.80924 -2.34634 0.26245  -0.713
Cl: 2.87226 -1.55664 -0.45136  1.774
O: 3.39962 -1.17901 -1.72685  -0.622
O: 2.56516 -0.35265 0.30456  -0.537
O: 1.63517 -2.28761 -0.63871  -0.797
C: 0.48311 -0.75877 5.11951  -1.517
C: 0.39711 -0.06027 3.76506  1.667
C: -0.67419 1.03131 3.79669  -1.284
C: 1.75631 0.52540 3.39889  -1.414
O: 0.03462 -0.99131 2.73024  1.235
Si: -0.90549 -2.34071 2.78443  -1.270
S: -1.38625 -2.67182 0.73101  -0.759
O: -0.22125 -3.59988 3.53935  0.079
C: 0.80373 -4.54225 3.17607  1.987
C: 1.31361 -5.12995 4.48664  -1.898
C: 1.92063 -3.84652 2.41226  -1.428
C: 0.17498 -5.64122 2.32182  -1.671
O: -2.22094 -1.92251 3.64506  0.397
C: -3.43858 -2.59014 4.01160  1.684
C: -4.48652 -1.49236 4.16188  -1.704
C: -3.19556 -3.29643 5.34420  -1.577
C: -3.88075 -3.60054 2.95742  -1.495
H: 0.77258 -0.03724 5.88367  0.549
H: 1.23132 -1.55230 5.08756  0.253
H: -0.48046 -1.19556 5.38757  0.144
H: -0.44120 1.78322 4.55114  0.613
H: -1.64182 0.57986 4.01952  0.038
H: -0.73384 1.52210 2.81969  -0.044
H: 2.00921 1.34111 4.07676  0.477
H: 1.76008 0.89248 2.37226  -0.050
H: 2.52511 -0.24551 3.46973  0.354
H: 1.80992 -4.36401 5.08423  0.358
H: 2.01637 -5.93851 4.28409  0.405
H: 0.47727 -5.52735 5.06357  0.359
H: 2.35146 -3.03654 3.00389  0.208
H: 1.53719 -3.42942 1.48126  0.065
H: 2.71388 -4.55059 2.16087  0.679
H: -0.61408 -6.14746 2.88115  0.353
H: 0.93141 -6.37301 2.03676  0.478
H: -0.24972 -5.20373 1.41791  0.221
H: -4.19748 -0.80386 4.95687  0.315
H: -5.45785 -1.92440 4.40628  0.451
H: -4.57138 -0.93246 3.22898  0.303
H: -3.00200 -2.56466 6.12955  0.319
H: -2.32496 -3.94652 5.24875  0.147
H: -4.06417 -3.89527 5.62155  0.462
H: -3.96658 -3.11941 1.98505  0.236
H: -4.84467 -4.03135 3.22946  0.562
H: -3.14526 -4.40570 2.87621  0.239
Cl: -4.40371 5.81530 3.09993  -0.196
C: -3.28175 4.87713 2.20234  0.279
C: -3.61826 3.58863 1.79073  0.248
Cl: -5.16857 2.95268 2.15832  -0.194
C: -2.69750 2.81351 1.09464  1.056
Cl: -3.10306 1.19288 0.68274  0.048
C: -1.42098 3.30524 0.74927  -3.030
O: -0.51396 2.55801 0.14350  -0.348
C: -1.12634 4.62314 1.14786  1.245
Cl: 0.41519 5.26202 0.73310  -0.123
C: -2.02810 5.38852 1.87709  0.185
Cl: -1.58667 6.96010 2.40743  -0.193

We obtain max |F| values of 1.3, 1.0 eV Å⁻¹ for the records listed above, in that order.